{
  "formula": "C31H36BBrCa2F8ILiO10SSi",
  "method": "ωB97M-V/def2-TZVPD",
  "species": ["C", "H", "H", "Ca", "H", "C", "C", "O", "B", "Ca", "F", "C", "C", "C", "C", "H", "O", "Si", "C", "C", "H", "C", "H", "O", "H", "O", "H", "H", "H", "H", "C", "C", "F", "H", "C", "C", "C", "C", "H", "H", "C", "H", "H", "O", "C", "H", "H", "H", "H", "H", "O", "C", "H", "H", "H", "F", "C", "C", "S", "O", "H", "C", "Br", "C", "C", "F", "H", "O", "C", "H", "O", "C", "H", "C", "H", "H", "H", "Li", "H", "C", "C", "O", "F", "C", "F", "C", "H", "H", "F", "H", "F", "H", "I"],
  "positions_angstrom": [[-0.5919, -6.8832, 5.8626], [1.2832, 3.0938, -4.3860], [-0.2590, -1.1619, 0.5410], [-1.5549, -8.1074, 7.7186], [-2.8432, -2.6378, 0.1573], [-0.9936, -1.5507, -0.1472], [7.6967, 5.3432, 1.9521], [0.4677, -5.4555, 4.3080], [3.1125, -3.6422, -3.8736], [0.6344, -4.8654, -4.5553], [2.3799, -2.6385, -4.5249], [-10.2092, -1.3585, -0.9353], [-0.4129, -2.8899, -0.6973], [-8.9455, -0.8605, -2.8806], [1.5060, 3.4555, -3.3913], [7.4824, 6.1105, 1.2105], [8.4142, 4.0707, 4.9075], [-1.0194, -3.3500, -2.4101], [-3.4863, -4.3136, -3.1859], [-2.4036, -4.6411, -2.1987], [-2.0399, -5.6428, -2.4006], [1.4976, 2.1506, 0.1033], [-9.9068, -0.6157, -0.1960], [-1.6681, -5.0399, 4.8673], [1.6278, 1.6191, 4.7000], [2.8300, 6.0126, 0.6969], [8.7810, 5.2453, 2.0328], [-8.3225, -0.0094, -2.5986], [1.1827, 0.8079, 2.4031], [-1.3735, -7.6014, 5.5474], [-1.2660, 0.0901, -4.4740], [-9.0727, -2.3401, -1.1289], [-2.5725, 0.3331, -4.3199], [-11.0375, -1.3660, -2.9256], [2.4159, 4.8880, 0.5258], [1.7941, 2.2704, 3.8535], [1.5377, 1.8136, 2.5649], [2.2146, 3.9610, 1.6765], [0.3747, -7.3998, 5.8714], [-11.1067, -1.8716, -0.6043], [-10.3612, -0.7517, -2.3309], [-8.9229, -0.9704, -3.9615], [-1.7636, -2.3458, -4.5006], [1.1338, 1.0027, -0.0948], [1.7547, 2.6586, 1.4686], [2.4682, 3.9090, 5.0513], [-0.6936, -3.7094, -0.0347], [-2.6854, -1.7044, -3.1826], [1.9750, 5.4450, -4.0529], [6.0602, 6.0013, 3.2195], [-3.3542, -4.5346, -4.3625], [-1.6687, -1.9431, -3.4855], [2.5049, 6.2692, -1.7857], [6.3329, 2.3917, 2.8651], [8.1084, 2.5245, 2.8215], [3.0069, -4.8266, -4.7149], [7.0797, 3.9913, 1.5690], [7.1037, 5.7008, 3.3111], [7.1481, 4.1669, 4.2321], [5.9018, 4.0013, 4.9381], [-2.1446, -2.0227, 1.6553], [1.6721, 3.0748, -1.0362], [-0.9186, 2.9935, 2.1959], [-2.3084, -1.7875, 0.5762], [2.4722, 4.4032, 2.9635], [4.3922, -3.3162, -3.6709], [2.8353, 5.4080, 3.1253], [-8.7430, -3.2332, -0.4078], [-0.5831, -5.6592, 4.8984], [1.0863, 1.5809, -2.4496], [-0.8070, -0.8122, -3.5738], [1.8996, 4.7782, -3.2050], [7.5837, 3.5457, 0.7130], [7.1726, 3.0790, 2.7999], [0.0642, -4.0889, -3.1124], [-10.7438, 0.2659, -2.3341], [-0.8062, -6.5234, 6.8784], [-1.8110, -2.9817, 2.8785], [0.6658, -2.8200, -0.6408], [2.0864, 4.3919, -0.8426], [2.1958, 5.2441, -1.9334], [-8.3987, -2.0507, -2.2702], [-1.0995, -0.3555, -5.7317], [1.3949, 2.6055, -2.3095], [-0.6175, 1.2297, -4.3646], [2.2634, 3.5567, 4.0504], [7.6677, 6.4607, 3.8460], [-2.7933, -4.5222, -1.1985], [-3.1058, -0.7070, 0.5832], [6.0319, 4.1351, 1.2945], [2.4454, -3.9342, -2.6512], [-1.0923, -0.8596, -0.9722], [-5.2326, -3.3777, -2.3901]],
  "forces_ev_per_angstrom": [[0.29, -0.47, -0.01], [0.01, 0.02, -0.03], [0.16, 0.57, 0.02], [-0.62, -1.24, 1.03], [-0.33, -0.10, -0.13], [0.34, -1.03, 0.03], [0.02, -0.12, 0.02], [0.10, -0.05, -0.19], [1.40, 0.95, 0.58], [2.87, -0.57, -2.37], [-1.07, -0.53, -0.28], [-0.10, 0.02, -0.60], [-0.10, 0.31, 0.03], [-0.16, 0.17, -0.10], [0.05, 0.18, -0.11], [0.00, 0.01, 0.00], [-0.04, -0.09, 0.16], [-0.62, 0.79, 1.60], [-0.16, -0.34, -0.70], [-0.17, 0.81, -0.50], [-0.05, -0.31, 0.17], [-0.18, -0.32, -0.15], [-0.02, -0.06, 0.08], [-0.55, 0.40, -0.35], [-0.03, -0.01, 0.02], [0.07, 0.04, 0.00], [0.01, 0.03, 0.02], [0.01, -0.02, 0.05], [0.03, -0.02, -0.14], [-0.05, 0.25, -0.32], [-0.19, 0.75, -0.67], [-0.15, 0.19, 0.35], [-0.06, -0.07, 0.10], [0.01, 0.01, -0.03], [-0.02, 0.14, 0.03], [0.26, -0.02, -0.06], [0.12, 0.08, 0.33], [0.20, -0.13, -0.16], [0.01, 0.05, 0.03], [0.08, -0.02, 0.24], [-0.05, 0.00, 0.14], [0.13, -0.14, 0.01], [-0.31, -0.16, -0.12], [0.02, -0.20, 0.24], [0.34, 0.03, 0.00], [0.04, 0.02, 0.01], [0.07, -0.28, 0.08], [-0.11, 0.24, 0.24], [0.01, 0.01, -0.01], [-0.02, -0.03, 0.05], [0.14, 0.15, 0.50], [0.68, -0.70, -0.73], [0.03, 0.00, 0.11], [0.01, -0.02, 0.16], [0.03, 0.04, 0.11], [-1.46, -0.54, -0.07], [-0.03, 0.05, 0.03], [0.07, 0.16, -0.27], [-0.16, 0.19, -0.25], [0.05, -0.09, 0.19], [0.07, 0.51, -0.76], [0.05, 0.08, 0.14], [-0.87, -0.10, -0.03], [0.28, -0.15, -0.17], [0.02, -0.08, 0.22], [0.21, -0.06, -0.05], [-0.02, 0.05, -0.11], [0.26, -0.22, -0.02], [0.13, 0.46, -0.33], [0.00, -0.04, 0.12], [-0.09, -0.01, 0.65], [-0.01, -0.08, 0.08], [0.00, -0.02, 0.00], [-0.03, -0.07, -0.40], [-0.87, 1.17, 1.92], [0.07, 0.03, 0.00], [0.44, 1.33, -0.55], [0.37, -1.10, 1.50], [0.32, -0.09, -0.25], [-0.03, -0.08, 0.06], [-0.01, 0.04, -0.16], [0.12, 0.07, -0.12], [0.00, -0.25, -0.01], [-0.03, 0.06, -0.26], [0.21, -0.25, 0.30], [0.03, -0.01, -0.07], [-0.02, -0.07, 0.14], [0.11, -0.34, 0.34], [-0.42, 0.47, -0.05], [-0.01, 0.02, 0.02], [-0.89, -0.66, -0.51], [-0.29, 0.52, 0.12], [0.08, -0.12, -0.13]],
  "charge": 2,
  "e_lumo_ev": -8.094,
  "homo_energy_ev": -9.22,
  "e_tot_ev": -209548.8491
}